Entry 1:
{"formula": "C31H29F4N2OPPt", "method": "wB97M-V/def2-TZVPD", "charge": 0, "e_homo_ev": [-5.49, -6.96], "homo_lumo_gap_ev": [5.66, 6.46], "multiplicity": 3, "e_tot_ha": -2243.4965, "species": ["C", "H", "H", "H", "H", "O", "H", "H", "H", "C", "H", "C", "H", "H", "C", "H", "C", "H", "H", "C", "H", "C", "H", "F", "H", "C", "H", "H", "H", "C", "H", "Pt", "P", "H", "C", "C", "C", "H", "C", "C", "C", "C", "C", "H", "F", "C", "C", "H", "H", "F", "C", "H", "C", "C", "C", "N", "F", "H", "C", "C", "H", "C", "C", "H", "C", "C", "N", "C", "C"], "positions_angstrom": [[1.316604, -3.316117, 1.068926], [0.188312, 3.483041, -1.364596], [3.492190, -1.255703, -1.434257], [0.739135, -5.409485, 4.400048], [-3.499596, 1.385831, -0.704591], [2.977551, 0.000820, 1.623195], [-0.093221, 5.117333, 3.114501], [-4.667676, 2.992310, -2.176310], [-1.301002, 3.817122, 1.395440], [1.370179, 1.771036, 1.811723], [1.064965, 1.961347, -2.374281], [1.471811, -5.382462, 2.373677], [-0.971439, -0.187218, -2.467656], [2.069770, 4.276264, 3.999073], [-3.814475, -1.218109, 2.532162], [-1.418349, -1.240837, -3.815083], [-2.495355, 0.770126, 2.222435], [-3.789618, 0.435765, 3.903034], [1.736076, 0.311731, -4.043686], [-0.871916, 3.362720, -1.557705], [-2.008450, -1.410998, -0.320937], [0.488031, -3.528657, 3.371744], [-2.168416, 1.738179, 2.583539], [2.175291, -5.368196, 0.163168], [1.763075, -3.722983, -1.776969], [0.155142, 2.236008, 1.320357], [-3.408760, 4.828104, -3.261107], [-0.375974, 0.151580, -4.092184], [1.016595, -1.906811, -4.039767], [2.303741, -3.003194, -1.155746], [3.204342, -2.198400, -2.907936], [0.851803, -0.563847, -0.158938], [-0.657634, 1.165370, 0.119552], [3.220152, -3.499525, -0.840775], [0.316917, 4.181539, 2.749225], [-2.894789, 4.126922, -2.612105], [1.535336, 3.706159, 3.245810], [-3.626474, -2.709699, 0.996891], [-1.528533, 4.263086, -2.384494], [-0.360769, 3.449241, 1.791643], [-3.317127, -1.729704, 1.339743], [-2.399830, -0.996998, 0.596805], [2.025427, 0.603424, 1.200884], [0.256080, -2.412858, -2.534749], [-0.115754, -2.915566, 4.401525], [-3.599417, 3.093757, -2.008163], [-0.609580, -0.647817, -3.386013], [2.683431, 2.371170, -2.971813], [-0.976155, 5.072738, -2.849988], [1.857375, -6.667168, 2.385693], [0.582668, -1.543312, -3.099563], [3.273256, 0.061785, -3.259814], [0.886490, -4.839971, 3.492913], [2.222324, 0.279663, -3.068981], [2.105189, 1.635103, -2.404768], [1.647537, -0.880756, -2.314646], [0.223022, -1.533154, 2.225083], [2.484347, 1.605241, -1.383667], [-1.973555, 0.260893, 1.031545], [0.683388, -2.807552, 2.221255], [3.010915, 2.144812, 3.142712], [2.060348, 2.520470, 2.780761], [-3.408324, 0.034933, 2.969693], [-4.512129, -1.799758, 3.124351], [1.669207, -4.673834, 1.207086], [-2.943110, 2.189492, -1.176380], [1.509870, -2.529158, -0.031407], [2.744555, -1.826807, -1.984475], [-1.575021, 2.321540, -0.942642]], "atomic_forces_ev_per_a": [[0.0344, 0.2799, -0.4889], [-0.0867, 0.0565, 0.0274], [-0.0042, 0.0471, 0.0347], [0.0119, 0.0520, -0.0785], [0.0481, 0.0888, -0.0290], [0.2929, 0.4492, 0.5944], [0.0375, -0.0857, -0.0611], [0.1368, 0.0004, 0.0128], [0.0127, -0.0034, 0.0084], [0.4233, 0.7380, 0.6099], [0.1212, -0.0949, -0.0399], [0.0628, -0.0633, -0.1437], [-0.0326, -0.0239, 0.0407], [-0.0458, -0.0445, -0.0685], [0.0014, -0.0068, -0.0152], [0.0286, 0.0033, -0.0125], [-0.0244, -0.0676, -0.0340], [0.0395, -0.0262, -0.0859], [0.0390, 0.0109, -0.0716], [-0.1542, 0.1003, 0.0400], [0.1249, -0.0453, -0.0784], [-0.0651, 0.0984, 0.0540], [-0.0239, -0.0581, 0.0123], [0.0955, 0.0334, -0.1317], [-0.0587, -0.0783, -0.0172], [-0.1403, 0.3535, 0.1896], [0.0400, -0.0530, 0.0678], [-0.0045, -0.0285, 0.0302], [0.0286, -0.0340, -0.0497], [-0.1847, -0.0653, 0.3484], [0.0277, 0.0398, -0.0994], [-0.4262, 0.2888, -0.1499], [-0.2387, -0.7121, -0.0273], [0.0903, -0.1254, 0.1152], [0.1281, -0.1060, 0.0209], [0.0047, -0.0106, -0.0136], [-0.0850, 0.1622, 0.0848], [0.0118, 0.0431, -0.0019], [-0.0197, -0.0621, 0.0166], [-0.0953, -0.0678, -0.0994], [0.0463, 0.1160, 0.0135], [-0.1285, 0.1136, 0.0664], [-0.0729, -1.0038, -0.9359], [-0.0335, -0.0249, 0.0676], [-0.0389, 0.0199, 0.0938], [0.0347, -0.0641, 0.0381], [0.0207, 0.0646, -0.0561], [-0.0672, -0.0637, 0.0105], [-0.0465, -0.0717, 0.0445], [0.0300, -0.1503, 0.0422], [0.0507, 0.0133, 0.0094], [0.0565, -0.0302, 0.0111], [-0.0217, -0.1615, 0.2064], [0.0141, -0.2170, -0.0681], [-0.1116, -0.0040, 0.0395], [0.1470, 0.3857, 0.1049], [0.0222, 0.1143, -0.0010], [0.0321, -0.0019, 0.0329], [-0.0537, 0.2500, 0.3249], [-0.0115, 0.1209, 0.0169], [-0.0553, 0.0059, -0.0298], [-0.0480, -0.2138, -0.1441], [0.0455, 0.0237, -0.0333], [0.0430, 0.0353, -0.0449], [-0.0109, -0.0645, -0.0103], [-0.0237, 0.0574, -0.1121], [0.0295, -0.4900, 0.1351], [-0.0392, 0.1860, -0.2521], [0.0390, 0.0718, -0.0813]], "mulliken_spin": [-0.011, -0.002, -0.004, 0.002, 0.003, 0.121, 0.002, -0.001, 0.000, 0.098, -0.015, -0.005, 0.000, 0.001, 0.005, 0.000, 0.008, 0.000, -0.001, 0.013, -0.036, 0.006, 0.001, 0.001, 0.003, 0.039, 0.001, 0.001, 0.001, 0.017, 0.001, 0.909, -0.004, 0.001, 0.023, 0.013, -0.001, 0.000, -0.006, -0.025, 0.013, 0.085, 0.234, 0.009, 0.000, -0.007, 0.024, -0.002, 0.000, 0.000, -0.005, 0.001, 0.015, -0.017, 0.030, 0.193, 0.005, 0.005, -0.019, 0.023, 0.002, 0.061, -0.001, 0.001, 0.019, 0.022, 0.155, -0.021, 0.014]}

---

Entry 2:
{"formula": "C31H29I2N10O9P2SZr", "method": "wB97M-V/def2-TZVPD", "charge": 1, "e_homo_ev": -10.69, "homo_lumo_gap_ev": 6.49, "e_above_lowest_kj_mol": 321.6, "e_tot_ha": -4146.9676, "species": ["H", "Zr", "C", "N", "H", "H", "C", "O", "C", "O", "C", "H", "C", "H", "C", "C", "H", "H", "C", "H", "O", "N", "H", "C", "H", "H", "H", "C", "C", "N", "I", "H", "C", "N", "H", "C", "O", "N", "C", "H", "H", "H", "C", "N", "C", "C", "O", "C", "C", "O", "H", "H", "P", "C", "N", "C", "C", "C", "H", "I", "N", "C", "H", "C", "H", "P", "S", "C", "H", "O", "C", "O", "N", "H", "H", "O", "H", "C", "H", "C", "H", "N", "H", "C", "C"], "positions_angstrom": [[-2.958576, 2.903416, 0.520028], [-0.987076, -0.568284, 0.496728], [-0.066876, 1.003816, 5.190528], [0.323724, -4.092684, -0.456872], [3.311524, -4.219984, 2.918428], [3.556024, 3.129216, 2.010928], [-0.484776, 2.011516, -2.989972], [-4.697876, -1.943384, 2.293528], [1.989724, -4.159884, 1.242528], [-1.967476, 2.428416, -0.811172], [-2.633576, -4.714984, -2.494172], [2.766524, 5.497816, 1.635328], [1.176424, 4.798016, 0.336928], [4.127024, 0.021916, -2.746672], [2.243924, 1.571716, 4.843528], [-0.828376, 1.644316, -5.329372], [3.149224, 2.046116, 5.189528], [0.808124, -4.909984, -0.808572], [0.831424, 3.227016, -4.577772], [0.992324, 3.452216, -2.453872], [-2.878676, -1.075584, 3.869528], [0.562124, 3.769116, -0.208472], [-0.969676, 1.035416, 5.778928], [1.119724, -1.332284, -2.011572], [0.791624, 5.771416, 0.060428], [-3.086576, -5.518684, -3.052372], [-0.990776, -0.120884, 3.634528], [0.172424, 2.581116, -5.636672], [2.265424, 4.656216, 1.189228], [2.075024, 2.314116, 0.876528], [-4.038576, 0.223116, 0.056928], [-0.064876, 2.482216, -7.660172], [1.003424, 2.544416, 0.106228], [0.391024, 1.471816, -0.409672], [2.598724, -4.777284, 0.599128], [0.769624, -3.653884, 0.763328], [-2.283176, -1.538684, 1.521628], [0.933424, -0.162184, 1.856628], [2.193924, -0.924084, -2.787472], [3.981924, 0.424816, -0.262672], [-2.899376, -1.437284, -1.835772], [-1.953776, 0.674416, -3.800172], [-3.173076, -3.434084, -2.503972], [2.040724, -0.128584, 1.211228], [2.372724, -3.861384, 2.529028], [2.689224, 3.355816, 1.404028], [-1.465576, 1.061716, 1.394828], [0.503824, 2.944816, -3.269472], [1.492824, -3.141884, 3.334528], [-3.317876, 2.786216, 1.420328], [-4.050976, -3.174884, -3.074772], [3.103424, 0.901316, 2.993628], [-2.647376, 1.604716, 2.210728], [-0.910576, -3.861184, -1.053072], [0.532324, 2.818316, -6.923472], [-2.544976, -2.452784, -1.761072], [1.041724, 0.351816, 3.144028], [3.205024, -0.077084, -0.813472], [2.186824, -1.106584, -3.848972], [-4.993776, 0.095216, -2.589872], [0.000724, -2.827784, 1.478428], [-1.467276, -4.918184, -1.784872], [1.106724, 3.616516, -7.135372], [0.338824, -2.649484, 2.761628], [-3.439276, -1.532984, 4.494428], [-3.483376, -1.151984, 2.387528], [-0.895076, 1.614116, -1.321672], [-0.090176, 0.365916, 3.967328], [-0.386876, -2.120984, 3.364628], [-1.301276, 0.166416, -1.360872], [-1.159576, 1.368216, -4.021272], [-2.428676, 1.854916, 3.627828], [-1.456076, -2.637584, -0.998172], [-0.984476, -5.884684, -1.775672], [1.113624, 2.131516, 6.578328], [-3.790876, 0.415316, 2.044028], [-1.356876, 1.151916, -6.129672], [2.228124, 0.940416, 3.619528], [0.296824, -1.864784, -2.471572], [1.096924, 1.617716, 5.630028], [1.709324, -2.954284, 4.372628], [1.030824, -1.121684, -0.700072], [1.588224, 3.963716, -4.799972], [2.052724, -0.465184, -0.115772], [3.268324, -0.292284, -2.173172]], "atomic_forces_ev_per_a": [[0.0947, -0.0516, -0.1792], [4.1305, -3.3081, -1.6137], [0.1513, -0.0426, 0.1454], [0.2374, -0.1570, -0.3106], [0.1163, -0.0670, 0.0453], [0.0930, 0.0927, 0.0977], [-0.1562, -0.2506, 0.3620], [0.0395, 0.1250, 0.0050], [-0.1326, 0.1564, -0.0795], [0.3370, 0.3510, -0.9593], [0.2012, 0.3701, 0.0731], [0.0188, 0.1114, 0.0154], [0.3880, 0.2595, 0.2572], [0.0624, 0.0399, -0.0300], [-0.0281, -0.0633, 0.0276], [0.0608, 0.1509, 0.0597], [0.1120, 0.0117, 0.0250], [-0.1395, 0.2393, 0.1016], [-0.1653, -0.0705, 0.0116], [0.1148, 0.1027, -0.0437], [0.1878, 0.1897, -0.9180], [-0.3288, -0.2482, -0.1461], [-0.0641, 0.0252, 0.0515], [0.0079, -0.2984, -0.2819], [0.0196, 0.1109, 0.0586], [-0.0505, -0.0975, -0.0351], [0.0448, 0.1249, 0.1661], [-0.0140, -0.1755, 0.4920], [-0.0549, -0.1051, -0.0751], [-0.2921, -0.1156, -0.3243], [-4.1329, 0.0089, -7.1889], [0.0803, 0.0982, 0.0042], [0.9675, 1.7798, 0.6919], [-1.4255, -0.9935, -1.1326], [0.0694, -0.0498, -0.0426], [0.1194, -0.0870, 0.5260], [-1.1281, -0.6710, 1.8576], [1.9379, -0.1099, -2.3128], [0.0710, 0.0119, 0.2713], [0.0899, 0.0386, 0.0543], [-0.1043, -0.1342, 0.0891], [-0.1381, -0.1754, 0.0160], [0.1523, 0.0378, 0.1570], [-1.2640, -0.5074, 2.4116], [-0.3346, 0.0253, -0.0808], [-0.1105, 0.4383, -0.0286], [-0.7064, 1.2531, 1.4273], [0.0698, 0.0387, 0.0287], [-0.1517, 0.1028, -0.0636], [0.3368, -0.4090, 0.7180], [-0.0514, 0.0098, -0.0191], [0.0974, 0.0765, 0.0095], [0.1622, 2.9779, 1.9298], [-0.0771, -0.0351, -0.0763], [0.0202, 0.0363, -0.3708], [-0.2127, -0.0631, -0.2807], [-0.0522, 0.5575, 1.5995], [-0.4394, -0.2056, 0.4259], [-0.0392, -0.0608, -0.1151], [0.3370, 0.0770, -0.0362], [0.3525, -0.0292, -0.4337], [-0.0993, 0.2192, 0.1101], [-0.0790, -0.0609, -0.0230], [0.1252, -0.5022, 0.4652], [-0.4202, -0.1656, 0.3518], [-0.9409, -2.5963, 2.8084], [0.5770, 1.5412, -0.5549], [0.4472, -0.1879, -0.5638], [0.0708, 0.1517, -0.0492], [-0.3791, 0.1858, -1.5416], [-0.0087, 0.0582, -0.0109], [-0.2305, -0.0132, -0.3609], [-0.0029, -0.1380, -0.1583], [0.0359, -0.0381, 0.0493], [-0.0084, 0.0545, 0.0977], [0.9890, 0.3408, 3.9044], [-0.0891, -0.0974, -0.1175], [-0.1668, -0.1623, -0.3376], [-0.0507, 0.1523, 0.0470], [-0.1353, -0.1368, -0.1495], [-0.0123, 0.0594, 0.1157], [0.5670, 0.6645, 0.4224], [0.1198, 0.0706, 0.0201], [0.4916, -0.7246, -1.5202], [-0.2875, -0.1226, -0.0389]], "mulliken_charge": [0.666, 0.368, -1.406, 0.189, 0.468, 0.532, -0.648, -0.816, -1.034, -0.915, -0.573, 0.445, -0.441, 0.467, -0.785, -0.870, 0.452, 0.326, -0.847, 0.331, -0.495, -0.615, 0.492, -0.453, 0.505, 0.458, 0.026, 0.906, -1.079, -0.045, 0.806, 0.216, 0.328, -0.110, 0.462, 0.638, -0.638, 3.322, -0.875, 0.568, -0.887, 0.181, -0.868, -0.762, -0.689, -0.238, -0.587, -0.501, -0.937, -0.545, 0.439, 0.718, 0.638, 0.300, -0.482, 0.397, -0.220, -0.831, 0.529, -0.322, 0.610, -1.085, 0.215, -0.684, 0.356, 0.964, 2.524, 0.785, 0.871, 0.367, -0.117, -0.658, 0.525, 0.455, 0.437, -0.610, 0.364, -0.995, 0.396, -0.745, 0.532, 1.429, 0.367, -0.136, -0.823]}